{"formula": "C22H40Cl2N4Ru", "method": "wB97M-V/def2-TZVPD", "charge": -2, "e_lumo_ev": [4.00, 3.97], "spin_multiplicity": 5, "e_tot_ev": -57047.93689, "s_squared": 6.01, "symbols": ["Ru", "Cl", "C", "C", "N", "H", "N", "H", "C", "C", "C", "H", "H", "H", "H", "H", "H", "C", "H", "H", "H", "C", "C", "H", "H", "C", "H", "C", "H", "H", "H", "H", "H", "C", "H", "C", "N", "H", "N", "H", "C", "C", "C", "H", "H", "H", "H", "H", "H", "C", "H", "H", "H", "C", "C", "H", "H", "C", "H", "C", "H", "H", "H", "H", "H", "C", "H", "C", "Cl"], "positions_angstrom": [[0.001427, -0.034186, 2.288807], [1.312420, -0.265218, 0.448777], [-0.014694, 1.146262, 6.193094], [0.063654, 1.099492, 3.943616], [0.580794, 0.596956, 5.104420], [-1.506011, 2.768347, 6.253974], [-0.808186, 2.058013, 4.365791], [0.237541, 0.888034, 7.190923], [1.486422, -0.546178, 5.093894], [2.121699, -0.681900, 6.468013], [0.662232, -1.758438, 4.697208], [1.388581, -0.895467, 7.260023], [2.846843, -1.507893, 6.457440], [2.675787, 0.228037, 6.727801], [3.127232, -1.156421, 3.887208], [3.099124, 0.589112, 4.273667], [0.236163, -1.587371, 3.662831], [2.488181, -0.278742, 3.994212], [-0.164022, -1.906621, 5.404339], [1.293037, -2.651866, 4.694442], [1.965855, -0.097442, 3.008956], [-0.888095, 2.078810, 5.734822], [-3.088606, 2.504639, 3.637477], [-3.451450, 2.658004, 4.658052], [-3.690193, 3.105850, 2.947395], [-1.635216, 2.924672, 3.508302], [-1.746244, 3.180537, 1.399799], [-1.525483, 4.352731, 4.026811], [-0.484825, 4.688246, 4.065023], [-3.198713, 1.448049, 3.381336], [-0.973251, 1.636327, 1.859680], [-1.975298, 4.463275, 5.020059], [-2.073713, 4.999448, 3.334579], [-1.062996, 2.735681, 2.121770], [-0.074200, 3.201199, 2.063505], [0.308284, -2.417155, -5.876609], [0.518974, -2.252313, -4.519640], [-0.691149, -1.034563, -7.281134], [-0.520485, -0.514044, -5.180917], [0.646267, -3.273450, -6.431132], [1.339984, -3.144768, -3.701061], [1.681236, -4.394524, -4.490401], [2.622381, -2.413934, -3.323822], [2.309099, -4.167373, -5.362292], [2.252646, -5.075670, -3.846597], [0.786528, -4.931341, -4.828188], [1.045503, -4.105338, -1.798925], [-0.426428, -3.940051, -2.798140], [2.398570, -1.474521, -2.808425], [0.498519, -3.443025, -2.478130], [3.220281, -2.208905, -4.223024], [3.216109, -3.051990, -2.656704], [0.251991, -2.504545, -1.974513], [-0.349703, -1.314163, -6.289183], [0.070929, 1.836632, -4.956326], [0.803561, 1.816368, -5.774974], [-0.351259, 2.848346, -4.905395], [-1.056051, 0.849520, -5.235247], [-2.535095, 1.921206, -4.108127], [-1.626421, 1.129156, -6.615981], [-2.417840, 0.421398, -6.889949], [0.575848, 1.609789, -4.012064], [-1.685658, 0.620243, -3.199092], [-0.846104, 1.115852, -7.388704], [-2.065040, 2.135872, -6.610925], [-2.119774, 0.909355, -4.160241], [-2.924444, 0.209717, -4.419916], [-0.019742, -1.095164, -4.059179], [-2.137346, -0.650596, 3.026937]], "atomic_forces_ev_per_a": [[-0.353, -0.147, -0.482], [1.115, -0.232, -1.596], [-0.725, 0.919, 0.340], [0.064, 0.667, 0.746], [-0.155, 0.305, -0.224], [-0.303, 0.224, 0.396], [0.086, 0.064, 0.593], [0.045, -0.078, 0.511], [-0.459, 0.039, -0.391], [0.451, -0.303, 0.133], [-0.187, -0.448, -0.152], [0.164, 0.028, -0.282], [-0.207, 0.147, -0.044], [-0.133, -0.070, 0.009], [0.141, 0.010, -0.099], [-0.024, -0.053, -0.307], [0.331, -0.635, 1.174], [0.646, -0.061, -0.157], [0.017, -0.001, -0.280], [-0.029, -0.035, -0.073], [0.971, -0.078, 0.994], [0.563, -0.479, 0.255], [-0.346, -0.293, -0.437], [0.016, 0.043, -0.042], [-0.051, -0.011, 0.121], [0.419, -0.714, 0.592], [0.083, 0.154, -0.194], [0.206, 0.391, -0.403], [-0.064, -0.027, 0.006], [-0.020, 0.173, 0.016], [-0.411, 1.354, 0.072], [0.081, -0.028, -0.188], [0.057, 0.060, 0.114], [-0.317, 0.034, -0.664], [-0.155, -0.163, -0.170], [0.001, 0.190, -0.326], [-0.298, 0.286, -0.721], [0.122, -0.225, 0.392], [0.381, -0.773, -0.264], [-0.114, 0.106, -0.037], [-0.271, 0.362, 0.129], [0.165, -0.479, 0.002], [0.339, -0.028, 0.119], [-0.147, -0.046, 0.181], [-0.096, 0.138, -0.073], [0.112, 0.122, 0.052], [-0.089, 0.078, 0.054], [0.108, 0.093, 0.157], [-0.013, -0.176, -0.086], [0.035, -0.435, 0.348], [-0.140, 0.039, 0.168], [-0.036, 0.130, -0.051], [0.020, -0.207, 0.023], [0.105, -0.104, -0.783], [0.145, 0.291, -0.062], [-0.107, -0.022, 0.219], [0.112, -0.112, 0.011], [0.030, -0.197, 0.186], [-0.009, -0.092, 0.082], [-0.211, 0.269, -0.094], [0.119, 0.095, 0.003], [-0.112, -0.018, -0.107], [-0.127, 0.094, -0.095], [-0.203, 0.011, 0.101], [0.085, -0.195, -0.020], [-0.451, 0.294, 0.058], [0.086, 0.125, 0.158], [0.428, 0.425, 0.164], [-1.483, -0.791, 0.226]], "lowdin_charge": [0.2950, -0.3381, -0.0706, -0.3005, -0.0554, 0.0951, -0.0499, 0.0903, -0.5988, -0.0543, -0.0720, 0.0754, 0.0848, 0.0856, 0.0866, 0.0905, -0.0058, -0.0751, 0.0859, 0.0827, -0.0220, -0.0660, -0.0689, 0.0751, 0.0839, -0.5830, 0.0871, -0.0520, 0.0872, -0.0177, -0.0042, 0.0666, 0.0842, -0.0666, 0.0903, -0.1370, -0.0758, 0.0496, -0.0665, 0.0693, -0.6028, -0.1097, -0.0478, 0.0681, 0.0787, 0.0756, 0.0809, 0.0857, 0.0761, -0.0537, 0.0776, 0.0795, 0.0624, -0.1676, -0.0975, 0.0620, 0.0678, -0.6040, 0.0720, -0.3078, 0.0335, 0.0773, 0.0721, 0.0180, 0.0459, -0.0823, 0.0774, 0.0089, -0.1318]}